Molecular formula: C36H33CaNOP
Method: DFT, ωB97M-V/def2-TZVPD

The calculation puts the total energy at -69128.3678 eV. As for the gap between HOMO and LUMO (alpha / beta): 3.937 / 3.938 eV. For the LUMO energy (alpha / beta), the calculation gives 1.72 / 1.72 eV.

ORCA input file:
```
! wB97M-V def2-TZVPD RIJCOSX def2/J DEFGRID3
* xyz -1 1
C -0.730 0.599 -1.827
C 0.592 0.948 -2.165
C 1.064 0.006 -3.120
H 1.079 1.868 -1.875
C 0.021 -0.952 -3.340
C -1.070 -0.598 -2.501
H -2.057 -1.053 -2.507
H -1.401 1.204 -1.235
H 1.939 0.127 -3.735
H -0.014 -1.661 -4.150
C 1.770 -1.611 1.493
C 0.768 -0.609 1.592
C -0.486 -1.197 1.388
H 0.906 0.418 1.908
C -0.302 -2.574 1.111
C 1.094 -2.848 1.242
H 1.529 -3.824 1.331
H 2.802 -1.489 1.790
H -1.435 -0.699 1.529
H -1.103 -3.297 1.021
Ca 1.294 -1.916 -1.251
O 2.566 -3.817 -2.572
C 3.709 -3.447 -3.379
C 2.920 -4.632 -3.884
H 3.588 -2.510 -3.932
H 4.689 -3.668 -2.956
H 2.213 -4.430 -4.712
H 3.056 -6.473 -5.864
C 3.488 -6.854 -4.931
C 3.468 -6.002 -3.778
C 4.092 -6.486 -2.600
H 4.130 -5.836 -1.715
C 4.647 -7.766 -2.565
H 5.096 -8.118 -1.641
C 4.644 -8.586 -3.696
H 5.092 -9.575 -3.661
C 4.072 -8.116 -4.882
H 4.085 -8.730 -5.780
N -0.811 1.443 1.631
P -1.618 2.800 1.796
C -0.403 4.014 1.093
C -0.555 5.416 1.176
C 0.492 6.273 0.825
C 1.713 5.755 0.373
C 1.893 4.365 0.316
C 0.847 3.509 0.702
C -3.353 2.380 1.297
C -3.555 1.262 0.466
C -4.843 0.819 0.142
C -5.968 1.418 0.725
C -5.780 2.449 1.654
C -4.497 2.909 1.946
C -1.875 3.483 3.437
C -2.573 4.692 3.515
C -2.940 5.208 4.750
C -2.570 4.534 5.917
C -1.824 3.353 5.838
C -1.469 2.811 4.596
H -1.484 5.856 1.532
H 0.359 7.354 0.905
H 2.525 6.427 0.074
H 2.846 3.939 -0.025
H 1.033 2.432 0.722
H -2.702 0.678 0.114
H -4.976 -0.003 -0.562
H -6.980 1.081 0.473
H -6.643 2.891 2.162
H -4.409 3.658 2.728
H -2.895 5.207 2.606
H -3.517 6.127 4.784
H -2.870 4.938 6.883
H -1.521 2.849 6.747
H -0.891 1.883 4.508
*
```

=====

Molecular formula: C36H33F5N6P2RhSe3
Method: DFT, ωB97M-V/def2-TZVPD

As for the energy above the lowest of the compared OMol25 structures with the same formula, charge and spin: 0.065 eV. The calculation puts the total energy at -278017.2457 eV. As for the gap between HOMO and LUMO: 6.659 eV. For the LUMO energy, the calculation gives -2.94 eV.

ORCA input file:
```
! wB97M-V def2-TZVPD RIJCOSX def2/J DEFGRID3
* xyz 1 1
Rh -0.429 2.987 0.629
N -2.571 3.202 0.083
C -3.114 4.447 0.674
C -2.324 4.846 1.914
N -0.864 4.770 1.679
C -0.261 5.911 0.933
C -0.329 5.707 -0.576
N 0.072 4.324 -0.916
H -2.767 3.167 -0.912
H -2.999 2.380 0.500
H -4.164 4.331 0.947
H -3.071 5.230 -0.080
H -2.548 4.150 2.724
H -2.616 5.846 2.245
H -0.404 4.731 2.583
H 0.786 5.947 1.231
H -0.737 6.851 1.222
H 0.332 6.425 -1.063
H -1.331 5.880 -0.965
H 1.073 4.268 -1.071
H -0.348 4.011 -1.786
Se 2.427 -1.933 -3.748
P 0.991 -2.082 -2.241
C 1.433 -3.300 -0.985
C 2.065 -2.891 0.182
C 2.546 -3.830 1.085
C 2.402 -5.182 0.819
C 1.814 -5.597 -0.371
C 1.349 -4.663 -1.280
C -0.682 -2.424 -2.878
C -1.464 -3.514 -2.520
C -2.702 -3.713 -3.119
C -3.167 -2.823 -4.071
C -2.388 -1.730 -4.435
C -1.150 -1.535 -3.850
C 0.694 -0.484 -1.393
C 0.148 0.063 -0.217
N -0.003 1.389 -0.500
N 0.407 1.637 -1.724
N 0.829 0.533 -2.269
P -0.553 -0.460 1.367
Se -1.201 1.393 2.358
C -1.943 -1.566 1.058
C -1.703 -2.911 0.774
C -2.771 -3.774 0.596
C -4.073 -3.302 0.667
C -4.312 -1.959 0.920
C -3.250 -1.094 1.124
C 0.523 -1.245 2.584
C 1.711 -0.595 2.918
C 2.492 -1.074 3.955
C 2.073 -2.176 4.690
C 0.868 -2.793 4.390
C 0.089 -2.332 3.340
H 2.226 -1.838 0.371
H 3.043 -3.498 1.987
H 2.779 -5.916 1.520
H 1.743 -6.652 -0.601
H 0.958 -4.989 -2.235
H -1.119 -4.215 -1.776
H -3.300 -4.571 -2.840
H -4.128 -2.985 -4.542
H -2.739 -1.041 -5.192
H -0.525 -0.706 -4.159
H -0.689 -3.288 0.707
H -2.583 -4.821 0.394
H -4.903 -3.981 0.524
H -5.327 -1.590 0.980
H -3.434 -0.056 1.371
H 2.010 0.298 2.386
H 3.418 -0.573 4.201
H 2.680 -2.544 5.507
H 0.527 -3.635 4.976
H -0.855 -2.813 3.137
F 5.316 1.445 -3.344
C 4.576 1.785 -2.305
C 4.082 3.076 -2.191
F 4.348 3.978 -3.131
C 3.320 3.418 -1.092
F 2.884 4.698 -1.028
C 2.981 2.518 -0.091
Se 1.889 2.979 1.421
C 3.519 1.245 -0.228
F 3.305 0.317 0.712
C 4.305 0.869 -1.303
F 4.808 -0.355 -1.357
*
```